49
Properties=species:S:1:pos:R:3:mulliken_charge:R:1 method="wB97M-V/def2-TZVPD" total_charge=0 orbital_gap_ha=0.348 smiles="CCN(CC[C@]1(C)OC(=O)[C@@H]([PH2]=O)[C@H]1CC(C)C)C(C)=O" homo_ev=-9.2814 e_tot_ha=-1285.10701 lumo_ev=0.18 fmax_ev_per_a=9.21
C 4.469 1.031 0.931 -0.803
C 4.200 0.804 -0.704 -0.453
N 3.055 -0.180 -0.795 0.518
C 1.700 0.480 -0.680 -0.787
C 0.980 0.040 0.765 -0.517
C -0.204 -1.051 0.454 0.318
C 0.059 -2.180 1.632 -1.254
O -0.092 -1.904 -0.774 -0.370
C -1.465 -2.168 -1.316 0.209
O -1.657 -2.918 -2.420 -0.602
C -2.602 -1.455 -0.344 -0.137
P -3.609 -2.677 0.722 0.271
O -3.474 -2.481 2.284 -0.602
C -1.664 -0.310 0.358 0.429
C -2.229 0.578 1.614 -0.623
C -2.550 2.151 1.262 0.209
C -1.252 3.033 0.790 -0.868
C -3.724 2.310 0.100 -1.073
C 3.164 -1.108 -1.983 0.284
C 2.664 -0.808 -3.515 -0.821
O 3.785 -2.299 -1.756 -0.578
H 5.489 1.571 1.128 0.354
H 4.435 -0.070 1.390 0.223
H 3.534 1.587 1.383 0.149
H 3.938 1.800 -1.260 0.285
H 5.200 0.339 -1.114 0.373
H 0.988 0.326 -1.595 0.175
H 1.861 1.657 -0.582 0.269
H 1.841 -0.396 1.466 0.341
H 0.585 1.007 1.343 0.146
H 1.109 -2.679 1.365 0.394
H -0.735 -3.035 1.534 0.203
H 0.138 -1.696 2.695 0.257
H -3.345 -1.005 -1.127 0.487
H -5.001 -2.709 0.269 0.139
H -3.090 -4.014 0.429 0.091
H -1.474 0.526 -0.472 0.040
H -3.260 0.097 1.947 0.334
H -1.408 0.554 2.454 0.297
H -2.992 2.680 2.233 0.388
H -0.604 3.423 1.712 0.248
H -1.568 3.987 0.155 0.343
H -0.506 2.429 0.082 0.062
H -4.413 3.234 0.402 0.345
H -3.290 2.420 -0.987 0.266
H -4.418 1.345 0.202 0.233
H 1.937 -1.708 -3.809 0.248
H 1.976 0.164 -3.561 0.249
H 3.520 -0.720 -4.309 0.311



54
Properties=species:S:1:pos:R:3:mulliken_charge:R:1 method="wB97M-V/def2-TZVPD" total_charge=0 orbital_gap_ha=0.372 smiles="COCCCOC(=O)OCC=O.O=S1(=O)CCCC1.O=S1(=O)CCCC1" homo_ev=-9.7562 de_lowest_kj_mol=79.9 e_tot_ha=-2061.83256 lumo_ev=0.37 fmax_ev_per_a=0.68
C 0.573 -4.218 -0.889 -0.489
O 1.641 -3.304 -0.836 -0.515
C 1.250 -1.971 -0.566 -0.100
C 0.703 -1.219 -1.779 -0.082
C -0.794 -1.230 -2.002 -0.132
O -1.485 -0.596 -0.900 -0.188
C -2.675 -1.051 -0.520 0.674
O -3.589 -0.338 -0.233 -0.579
O -2.706 -2.405 -0.386 -0.151
C -3.902 -3.052 -0.820 -0.525
C -3.627 -4.001 -1.960 0.055
O -4.520 -4.536 -2.547 -0.470
H 1.000 -5.207 -1.037 0.355
H -0.004 -4.208 0.044 0.225
H -0.106 -4.013 -1.726 0.101
H 2.151 -1.466 -0.223 0.232
H 0.544 -1.943 0.272 0.107
H 0.999 -0.171 -1.689 -0.252
H 1.172 -1.614 -2.684 0.415
H -1.184 -2.234 -2.162 -0.071
H -1.026 -0.631 -2.885 0.339
H -4.666 -2.329 -1.108 0.401
H -4.308 -3.638 0.008 0.362
H -2.567 -4.206 -2.213 0.277
O 1.125 -1.238 2.798 -0.704
S 0.411 -0.020 2.508 1.166
O 0.823 0.800 1.394 -0.562
C -1.332 -0.383 2.378 -0.414
C -1.848 -0.248 3.806 -0.792
C -1.190 1.022 4.366 -0.656
C 0.301 0.959 4.015 -0.754
H -1.444 -1.379 1.954 0.258
H -1.774 0.363 1.717 0.383
H -2.935 -0.182 3.826 0.351
H -1.551 -1.119 4.394 0.343
H -1.642 1.900 3.901 0.283
H -1.332 1.110 5.442 0.374
H 0.744 1.932 3.821 0.333
H 0.881 0.432 4.771 0.362
O 3.599 3.012 -3.583 -0.682
S 2.372 3.151 -2.840 1.187
O 1.120 2.756 -3.435 -0.668
C 2.568 2.370 -1.244 -0.291
C 3.124 3.470 -0.349 -0.771
C 2.317 4.731 -0.691 -0.619
C 2.260 4.839 -2.219 -0.680
H 3.221 1.508 -1.358 0.555
H 1.580 2.052 -0.909 0.007
H 3.033 3.200 0.702 0.309
H 4.182 3.630 -0.568 0.352
H 1.307 4.633 -0.290 0.258
H 2.760 5.625 -0.254 0.380
H 1.334 5.272 -2.588 0.370
H 3.111 5.381 -2.627 0.333



46
Properties=species:S:1:pos:R:3:mulliken_charge:R:1 method="wB97M-V/def2-TZVPD" total_charge=+2 orbital_gap_ha="0.211 / 0.260" homo_ev="-15.6122 / -15.9734" e_tot_ha=-1228.87441 lumo_ev="-9.88 / -8.89" fmax_ev_per_a=2.47
C 1.317 2.079 0.489 -0.690
H 1.567 2.606 1.420 0.653
H 2.120 2.176 -0.254 0.502
H 2.337 0.704 1.310 -0.229
C 0.018 2.734 -0.048 0.100
H -0.528 2.050 -0.720 -0.091
H -0.661 2.930 0.798 0.347
C 0.243 4.055 -0.803 -1.469
H -0.723 4.513 -1.044 0.401
H 0.813 4.768 -0.193 0.376
H 0.782 3.898 -1.748 0.329
C -0.744 -1.760 -0.377 0.149
C -1.109 -0.811 -1.349 1.366
C 0.054 -0.167 -1.842 -0.471
C 1.188 -0.674 -1.126 1.217
C 0.689 -1.682 -0.173 1.300
C 1.531 -2.754 0.437 -1.717
C 2.607 -0.560 -1.569 -1.414
C 0.133 0.692 -3.045 -1.564
C -2.481 -0.637 -1.893 -1.802
C -1.621 -2.789 0.223 -1.434
Al 0.859 0.116 0.861 -0.124
H 3.298 -0.793 -0.750 0.386
H 2.812 -1.261 -2.396 0.388
H 2.837 0.453 -1.929 0.376
H 2.512 -2.360 0.726 0.423
H 1.050 -3.167 1.333 0.423
H 1.699 -3.585 -0.268 0.350
H -2.622 -2.391 0.450 0.380
H -1.759 -3.645 -0.459 0.373
H -1.193 -3.184 1.155 0.366
H -2.597 0.335 -2.386 0.411
H -2.714 -1.413 -2.637 0.370
H -3.236 -0.707 -1.098 0.382
H 0.964 1.410 -2.983 0.373
H 0.300 0.084 -3.951 0.375
H -0.793 1.261 -3.208 0.375
C 0.215 -0.269 3.929 -0.920
S -0.624 0.636 2.578 0.197
C -2.188 -0.281 2.493 -0.769
H 1.260 -0.448 3.648 0.311
H -0.301 -1.214 4.137 0.347
H 0.179 0.376 4.818 0.393
H -2.030 -1.329 2.754 0.322
H -2.868 0.192 3.209 0.477
H -2.595 -0.190 1.483 0.156



55
Properties=species:S:1:pos:R:3:mulliken_charge:R:1 method="wB97M-V/def2-TZVPD" total_charge=+1 orbital_gap_ha=0.291 homo_ev=-10.7630 de_lowest_kj_mol=1519.0 e_tot_ha=-8750.01707 lumo_ev=-2.83 fmax_ev_per_a=14.22
Sr 0.253 -0.586 -0.009 1.228
C 1.146 1.406 -0.028 -1.392
C 1.026 0.876 -1.424 -1.768
N -0.265 0.436 -1.928 0.324
C -1.304 1.431 -2.215 -1.311
C -2.175 1.664 -0.990 0.481
C -3.204 2.594 -1.034 -1.097
C -4.021 2.740 0.075 -0.624
C -3.738 1.995 1.209 -1.049
C -2.678 1.101 1.172 0.797
C -2.281 0.284 2.388 -1.547
N -1.040 -0.429 2.091 -0.183
C 0.179 0.234 2.527 -0.955
C 1.363 -0.381 1.850 -1.558
N 1.781 0.503 0.838 -0.562
N -1.937 0.889 0.076 1.107
H 0.269 1.882 0.412 0.471
H 1.858 2.239 -0.107 0.754
H 1.516 -0.111 -1.279 0.872
H 1.592 1.497 -2.114 0.455
H -0.029 -0.025 -2.801 0.200
H -1.958 0.983 -2.968 0.435
H -0.886 2.380 -2.566 0.390
H -3.378 3.179 -1.928 0.523
H -4.852 3.431 0.054 0.453
H -4.343 2.108 2.098 0.527
H -3.071 -0.440 2.588 0.439
H -2.166 0.936 3.259 0.422
H -1.065 -1.360 2.490 0.189
H 0.295 0.240 3.614 0.534
H 0.222 1.266 2.179 0.280
H 1.351 -1.391 1.347 1.171
H 2.207 -0.457 2.538 0.828
H 2.459 1.083 1.320 0.382
Br -3.093 -2.925 1.376 -0.068
C -4.158 -2.902 -0.282 -0.705
Br -4.022 -1.199 -1.221 -0.053
H -5.196 -3.058 -0.015 0.419
H -3.739 -3.660 -0.936 0.420
O -0.565 -3.906 -1.905 -0.587
S -1.412 -2.721 -1.806 0.411
N -1.285 -1.848 -0.571 -0.375
C 3.991 -1.312 1.033 -1.438
As 2.707 -0.958 -0.330 0.651
C 3.526 -1.697 -1.959 -1.343
C 3.804 0.609 -0.735 -1.472
H 4.898 -1.461 0.451 0.416
H 3.831 -2.144 1.718 0.329
H 4.143 -0.392 1.607 0.550
H 4.588 -1.707 -1.711 0.430
H 3.373 -0.960 -2.756 0.507
H 3.199 -2.678 -2.296 0.358
H 4.799 0.195 -0.879 0.575
H 3.920 1.315 0.098 0.410
H 3.565 1.213 -1.614 0.350



55
Properties=species:S:1:pos:R:3:mulliken_charge:R:1 method="wB97M-V/def2-TZVPD" total_charge=+1 orbital_gap_ha=0.356 homo_ev=-12.3303 e_tot_ha=-2237.12024 lumo_ev=-2.65 fmax_ev_per_a=0.78
C 4.064 -1.238 0.243 -0.825
C 4.056 0.255 0.079 0.680
O 4.833 0.994 0.596 -0.575
O 3.070 0.689 -0.751 -0.267
C 2.741 2.081 -0.657 -0.837
C 1.708 2.346 0.445 0.467
C 0.447 3.043 -0.094 -1.380
C -0.363 2.119 -1.033 0.151
C -1.704 1.612 -0.443 -0.993
P -1.831 -0.174 -0.188 1.289
C -2.749 -0.938 -1.541 -1.100
C -2.132 -0.792 -2.939 -0.882
C -0.881 -1.661 -3.205 -0.373
S 0.566 -0.617 -3.591 -0.220
C -0.182 -0.873 0.017 0.746
C -0.121 -2.370 0.367 -1.128
S -0.175 -2.794 2.130 -0.188
C 1.240 -1.946 2.691 0.520
N 2.382 -2.470 3.005 -0.272
N 3.187 -1.427 3.439 -0.438
C 2.472 -0.361 3.349 0.032
O 1.217 -0.594 2.889 -0.203
C -2.760 -0.553 1.303 -1.061
B -4.144 0.231 1.491 0.504
O -5.278 -0.518 1.554 -0.489
O -4.207 1.609 1.525 -0.552
H 3.267 -1.718 -0.323 0.104
H 3.969 -1.473 1.304 0.336
H 5.029 -1.610 -0.108 0.388
H 3.632 2.691 -0.523 0.378
H 2.323 2.340 -1.633 0.503
H 2.153 2.961 1.232 0.549
H 1.429 1.391 0.899 -0.646
H 0.751 3.943 -0.634 0.344
H -0.153 3.371 0.759 0.399
H -0.609 2.681 -1.937 0.559
H 0.271 1.301 -1.372 -0.223
H -2.528 1.896 -1.103 0.528
H -1.914 2.095 0.514 0.368
H -2.940 -1.982 -1.275 0.595
H -3.724 -0.432 -1.523 0.506
H -2.899 -1.107 -3.650 0.385
H -1.919 0.258 -3.154 0.420
H -0.658 -2.330 -2.375 0.176
H -1.066 -2.283 -4.081 0.477
H 1.510 -1.333 -2.969 0.148
H 0.419 -0.649 -0.869 -0.244
H 0.254 -0.285 0.830 -0.680
H 0.788 -2.792 -0.067 0.560
H -0.955 -2.922 -0.077 0.533
H 2.742 0.659 3.578 0.452
H -2.098 -0.447 2.169 0.480
H -2.991 -1.622 1.231 0.352
H -5.877 -0.267 2.267 0.326
H -3.660 2.014 2.207 0.322



49
Properties=species:S:1:pos:R:3:mulliken_charge:R:1 method="wB97M-V/def2-TZVPD" total_charge=0 spin_multiplicity=2 orbital_gap_ha="0.331 / 0.357" homo_ev="-8.4318 / -9.3304" e_tot_ha=-1329.51765 lumo_ev="0.57 / 0.38" fmax_ev_per_a=2.29
C 4.608 0.768 -0.507 -1.467
C 3.177 0.912 0.046 1.276
O 3.148 2.062 0.893 -0.642
C 2.245 1.149 -1.142 -1.614
O 0.862 1.126 -0.861 -0.135
C 0.267 -0.100 -0.442 2.431
C 0.932 -1.363 -1.019 -1.609
C 0.269 -2.692 -0.638 -0.569
C -0.138 -3.587 -1.810 -0.917
Cl -1.037 -2.766 -3.107 -0.181
C -1.164 -0.011 -0.971 -2.580
C -2.013 1.105 -0.351 1.384
C -3.466 0.806 -0.726 -1.656
C -1.703 2.486 -0.947 -1.703
N -1.853 1.225 1.141 0.508
O -2.969 1.419 1.760 -0.677
C -1.094 0.131 1.805 1.983
C -0.735 0.642 3.232 -1.627
C -1.957 -1.128 1.998 -1.638
C 0.242 -0.164 1.110 -2.330
H 5.241 1.466 0.026 0.399
H 4.627 0.981 -1.568 0.356
H 5.002 -0.223 -0.310 0.307
H 2.902 0.025 0.605 0.140
H 2.403 2.625 0.628 0.363
H 2.458 2.172 -1.450 0.616
H 2.524 0.539 -1.998 0.301
H 0.957 -1.265 -2.101 0.923
H 1.972 -1.442 -0.721 0.258
H 0.938 -3.295 -0.033 0.495
H -0.607 -2.524 -0.025 0.156
H 0.732 -4.095 -2.209 0.414
H -0.800 -4.355 -1.434 0.428
H -1.081 0.215 -2.027 0.802
H -1.696 -0.945 -0.861 0.382
H -3.834 -0.109 -0.276 0.313
H -4.116 1.643 -0.523 0.366
H -3.473 0.656 -1.804 0.405
H -0.772 2.858 -0.539 0.316
H -2.498 3.151 -0.624 0.499
H -1.690 2.446 -2.029 0.326
H -0.807 1.723 3.239 0.416
H 0.296 0.409 3.477 0.407
H -1.371 0.225 3.998 0.302
H -2.559 -1.067 2.892 0.440
H -2.609 -1.324 1.152 0.268
H -1.297 -1.984 2.081 0.386
H 0.597 -1.110 1.507 0.472
H 0.943 0.585 1.462 0.509